Formula: H3IO3Si
Source: the Open Molecules 2025 dataset
Level of theory: the ωB97M-V functional and the def2-TZVPD basis

```
8
Properties=species:S:1:pos:R:3:forces:R:3
O 1.189 -0.468 0.857 1.509 -0.734 1.180
O 0.045 -0.229 -1.548 -0.532 -0.920 -1.050
O -1.274 0.551 0.599 -0.479 0.467 0.276
Si 0.262 0.401 -0.082 -2.609 0.197 0.682
I 1.490 2.674 -0.248 1.771 3.055 -0.230
H 1.020 -1.380 1.055 -0.089 -0.890 0.260
H -0.858 -0.556 -1.634 -0.211 -0.142 -0.423
H -1.575 1.336 1.111 0.640 -1.033 -0.695
```
Forces are in eV/Å.

Calculated values
LUMO level (spin up / spin down) = 0.0233 / -0.1476 Ha
spin multiplicity = 3
frontier orbital gap (spin up / spin down) = 5.2053 / 6.6853 eV
ΔE to the lowest compared entry with this formula, charge and spin = 0.0 kcal/mol